[1]
{"formula": "C50H37N8O3PSc", "method": "the ωB97M-V functional and the def2-TZVPD basis", "lumo_ev": [1.10, 1.10], "fmax_ev_per_a": 4.710, "charge": -1, "homo_lumo_gap_ha": [0.1800, 0.1804], "symbols": ["Sc", "C", "C", "C", "C", "C", "N", "C", "N", "C", "C", "C", "C", "C", "C", "C", "C", "N", "C", "N", "C", "N", "C", "N", "C", "N", "C", "C", "C", "C", "C", "C", "C", "C", "C", "C", "C", "C", "N", "C", "C", "H", "H", "H", "H", "H", "H", "H", "H", "H", "H", "H", "H", "H", "H", "H", "H", "O", "C", "O", "C", "P", "C", "C", "C", "C", "C", "C", "C", "C", "C", "C", "C", "C", "H", "H", "H", "H", "H", "H", "H", "H", "H", "H", "H", "H", "C", "C", "C", "C", "O", "H", "H", "H", "H", "H", "H", "H", "H", "H"], "coordinates": [[-0.193, -0.119, 0.741], [-2.783, -0.458, -5.572], [-3.845, 0.209, -4.947], [-3.921, 0.473, -3.572], [-2.848, 0.000, -2.831], [-2.647, -0.102, -1.416], [-1.293, -0.605, -1.259], [-0.784, -0.969, -2.440], [0.369, -1.653, -2.599], [1.080, -2.035, -1.552], [2.349, -2.809, -1.765], [3.024, -3.357, -2.839], [4.232, -4.015, -2.632], [4.796, -3.988, -1.297], [4.163, -3.401, -0.189], [2.920, -2.819, -0.494], [1.942, -2.351, 0.440], [2.186, -2.495, 1.738], [1.217, -2.239, 2.648], [0.144, -1.582, 2.467], [-0.642, -1.667, 3.648], [-1.917, -1.349, 3.788], [-2.622, -0.944, 2.716], [-2.261, -0.611, 1.444], [-3.385, -0.217, 0.820], [-3.538, 0.057, -0.524], [-4.552, -0.313, 1.640], [-5.870, 0.014, 1.502], [-6.737, -0.194, 2.562], [-6.221, -0.640, 3.777], [-4.856, -0.951, 3.933], [-4.029, -0.685, 2.857], [0.103, -2.454, 4.607], [-0.129, -2.809, 5.961], [0.802, -3.554, 6.572], [2.002, -3.880, 5.932], [2.301, -3.493, 4.612], [1.286, -2.822, 3.993], [0.836, -1.807, -0.166], [-1.679, -0.603, -3.484], [-1.655, -0.838, -4.860], [-2.803, -0.568, -6.717], [-4.704, 0.487, -5.542], [-4.727, 0.948, -3.071], [2.662, -3.253, -3.880], [4.815, -4.341, -3.454], [5.812, -4.373, -1.190], [4.682, -3.325, 0.757], [-6.197, 0.312, 0.496], [-7.813, -0.041, 2.447], [-6.921, -0.873, 4.594], [-4.546, -1.326, 4.897], [-1.113, -2.371, 6.328], [0.633, -3.733, 7.638], [2.727, -4.468, 6.451], [3.278, -3.643, 4.161], [-0.873, -1.337, -5.400], [3.940, 0.504, 1.346], [2.790, 0.817, 1.028], [1.708, 0.279, 1.542], [2.561, 2.010, 0.132], [1.458, 1.426, -1.247], [0.927, 2.902, -2.127], [1.827, 3.859, -2.434], [1.465, 4.997, -3.078], [0.107, 5.237, -3.331], [-0.859, 4.305, -2.979], [-0.436, 3.106, -2.409], [2.785, 0.712, -2.374], [2.559, 0.740, -3.760], [3.397, 0.126, -4.654], [4.498, -0.564, -4.145], [4.808, -0.488, -2.806], [3.966, 0.190, -1.948], [3.550, 2.168, -0.330], [2.160, 2.895, 0.622], [2.897, 3.768, -2.303], [2.175, 5.816, -3.299], [-0.232, 6.211, -3.717], [-1.939, 4.489, -3.167], [-1.132, 2.312, -1.953], [1.737, 1.276, -4.144], [3.252, 0.123, -5.730], [5.066, -1.169, -4.837], [5.710, -1.066, -2.431], [4.316, 0.137, -0.887], [-0.489, 1.938, 3.324], [-1.188, 2.511, 2.016], [-0.573, 3.921, 1.774], [-2.701, 2.637, 2.162], [-0.849, 1.707, 0.944], [-0.551, 2.661, 4.138], [0.563, 1.717, 3.136], [-0.943, 0.984, 3.602], [-0.815, 4.588, 2.629], [-0.899, 4.283, 0.782], [0.465, 3.830, 1.705], [-2.941, 3.474, 2.837], [-3.228, 1.815, 2.710], [-3.171, 2.794, 1.187]], "atomic_forces_ev_per_a": [[-0.39, 0.13, -0.15], [-0.21, 0.65, -1.54], [-0.69, 0.13, 0.11], [1.58, -1.19, -0.78], [1.12, -0.56, -1.88], [3.40, -0.86, -0.64], [-1.13, 0.39, 0.93], [-0.03, 0.06, 2.17], [0.43, -0.19, 0.63], [-0.90, 0.23, -0.18], [-0.07, 0.86, 1.48], [-0.08, -0.28, -1.59], [-0.31, 1.42, 2.87], [0.00, 0.06, -0.95], [0.00, -0.07, -2.15], [0.97, -1.57, -0.07], [-0.57, 1.10, 2.39], [-0.57, -0.34, -0.80], [2.59, -1.43, -0.32], [-3.60, 1.57, 0.44], [-0.83, -0.28, -0.84], [1.79, -0.52, -0.94], [-0.65, 1.01, 0.11], [0.01, -0.50, 0.75], [-0.45, -0.04, -3.04], [-0.52, 0.16, 2.09], [1.59, 0.91, 0.36], [-1.53, -0.07, -1.38], [0.02, 0.31, -0.44], [0.42, -0.99, 0.77], [-1.94, 0.78, 0.46], [0.15, -1.61, 1.63], [0.30, -0.31, 1.66], [-3.04, 2.42, -2.66], [0.79, -0.32, 1.65], [0.59, -0.15, -0.88], [-0.18, -0.60, 1.83], [-0.02, 0.94, -1.13], [1.91, -1.44, -2.68], [-2.16, 0.64, -0.65], [-0.80, 0.21, 0.39], [-0.05, 0.01, 1.96], [0.03, 0.13, -0.23], [-0.74, 0.30, 0.08], [-0.05, -0.07, 0.81], [0.39, -0.53, -0.56], [-0.26, -0.08, 0.09], [-0.43, -0.03, 0.10], [-0.14, 0.01, 0.58], [0.38, 0.09, 0.04], [0.41, 0.24, -0.32], [0.43, -0.03, -0.13], [1.50, -1.02, 0.25], [0.38, -0.46, -0.34], [0.39, -0.17, 0.46], [-0.32, -0.18, -0.03], [0.55, -0.10, 0.26], [-0.73, -0.01, -0.51], [-0.49, -0.24, 2.48], [1.21, 0.73, -0.99], [0.77, -0.39, -1.78], [0.61, -1.12, 0.37], [-1.44, -0.78, 0.32], [2.16, 0.79, -0.89], [-1.21, 2.25, -0.57], [-0.15, 0.70, 0.00], [-0.57, -0.51, -0.23], [-0.47, -1.31, 1.57], [-1.33, 1.43, -0.60], [0.08, -0.04, 0.30], [0.72, -0.56, 0.20], [-0.01, -0.02, -0.60], [1.37, -1.22, -0.41], [1.53, -1.10, 2.37], [-0.38, 0.68, 0.32], [-0.02, -0.22, 0.15], [0.07, -0.53, 0.48], [-0.28, -0.75, 0.07], [0.34, -0.53, -0.01], [0.95, -0.10, 0.22], [0.79, 1.38, -1.11], [-1.09, 0.47, -0.28], [-0.32, 0.15, 0.19], [0.35, 0.01, 0.06], [-1.25, 0.98, -0.31], [-0.82, 0.40, -0.78], [-0.67, 0.28, -0.85], [1.25, 0.25, 0.94], [-1.98, -0.21, 0.09], [-0.74, -0.09, 1.25], [0.06, -0.11, -0.52], [-0.15, -0.13, 0.20], [0.01, 0.25, -0.20], [-0.19, 0.20, 0.21], [0.01, -0.08, -0.74], [-0.20, 0.18, 0.58], [1.83, -0.22, 0.05], [0.13, 0.21, -0.41], [0.73, 0.12, -0.80], [0.05, -0.01, 0.13]], "mulliken_charge": [-2.12, -0.68, -0.57, -0.86, 0.87, -0.48, 0.18, 0.01, -0.40, -0.53, 0.33, 0.30, -1.00, -0.61, -0.44, 1.00, -0.30, -0.45, 0.80, 0.62, -0.67, -0.49, -0.80, 0.08, -0.42, -0.46, 0.53, -0.51, -0.61, -0.67, -0.30, 1.02, 0.30, -0.27, -0.71, -0.62, -0.12, -0.13, 0.19, 0.45, -0.09, 0.26, 0.40, 0.59, 0.44, 0.45, 0.37, 0.47, 0.43, 0.39, 0.35, 0.53, 0.35, 0.36, 0.42, 0.56, 0.60, -0.77, -0.20, -0.11, -0.94, 2.54, 0.11, -0.46, -0.71, -0.43, -0.71, 0.24, 0.47, -1.02, -1.08, -0.56, -0.66, 0.00, 0.66, 0.46, 0.29, 0.36, 0.33, 0.36, 0.11, 0.51, 0.39, 0.35, 0.29, 0.04, -1.21, 1.75, -1.88, -1.24, 0.54, 0.50, 0.16, 0.13, 0.44, 0.30, 0.48, 0.56, 0.12, 0.15]}

=====

[2]
{"formula": "C4H9NO2", "method": "the ωB97M-V functional and the def2-TZVPD basis", "smiles": "C[C@@H](O)CC(N)=O", "lumo_ev": 0.72, "fmax_ev_per_a": 0.357, "charge": 0, "homo_lumo_gap_ha": 0.3837, "symbols": ["C", "C", "O", "C", "C", "O", "N", "H", "H", "H", "H", "H", "H", "H", "H", "H"], "coordinates": [[1.723, 0.429, -1.037], [0.712, 0.124, 0.060], [0.974, 0.861, 1.253], [-0.722, 0.480, -0.362], [-1.748, -0.606, -0.082], [-2.556, -0.979, -0.913], [-1.679, -1.144, 1.171], [1.690, 1.487, -1.316], [1.502, -0.176, -1.923], [2.742, 0.183, -0.713], [0.766, -0.951, 0.287], [1.900, 0.723, 1.492], [-1.006, 1.386, 0.187], [-0.787, 0.704, -1.429], [-2.394, -1.805, 1.435], [-1.115, -0.716, 1.890]], "atomic_forces_ev_per_a": [[0.05, 0.04, -0.03], [-0.10, -0.19, -0.29], [0.26, -0.04, 0.15], [-0.02, 0.01, -0.12], [-0.08, 0.00, -0.01], [0.23, 0.08, 0.26], [-0.10, 0.01, 0.01], [-0.01, -0.12, 0.05], [0.03, 0.10, 0.12], [-0.14, 0.05, -0.02], [-0.01, 0.14, -0.05], [-0.17, 0.03, 0.03], [0.00, -0.13, -0.09], [0.03, -0.06, 0.13], [0.10, 0.10, -0.01], [-0.07, -0.05, -0.13]], "mulliken_charge": [-1.53, 0.47, -0.55, -0.74, 0.46, -0.63, -0.36, 0.35, 0.38, 0.42, 0.33, 0.30, 0.37, 0.30, 0.23, 0.21]}

=====

[3]
{"formula": "CH4I2N", "method": "the ωB97M-V functional and the def2-TZVPD basis", "lumo_ev": -5.34, "fmax_ev_per_a": 3.018, "charge": 1, "homo_lumo_gap_ha": 0.3174, "symbols": ["C", "N", "I", "I", "H", "H", "H", "H"], "coordinates": [[-0.775, 1.227, -0.735], [-0.504, -0.017, -0.576], [0.536, 2.747, -0.326], [1.782, -1.790, 1.123], [-1.780, 1.580, -1.043], [-1.307, -0.740, -0.641], [0.383, -0.549, -0.336], [1.666, -2.458, 2.534]], "atomic_forces_ev_per_a": [[0.36, 0.40, 0.29], [-1.87, -2.34, -0.39], [-0.07, -0.34, -0.21], [0.74, 0.06, -0.66], [0.57, -0.70, 0.30], [1.47, 1.64, -0.16], [-0.92, 1.60, 0.02], [-0.28, -0.32, 0.81]], "mulliken_charge": [-0.04, -0.10, 0.35, -0.01, 0.40, 0.32, -0.07, 0.15]}

=====

[4]
{"formula": "C31H28F9N3OReS", "method": "the ωB97M-V functional and the def2-TZVPD basis", "multiplicity": 4, "lumo_ev": [-6.76, -7.92], "fmax_ev_per_a": 0.755, "charge": 2, "homo_lumo_gap_ha": [0.2740, 0.2317], "s2": 3.7839, "symbols": ["Re", "C", "C", "C", "C", "C", "C", "C", "C", "C", "C", "N", "C", "C", "C", "C", "C", "N", "H", "H", "H", "H", "H", "H", "H", "H", "H", "H", "H", "H", "H", "H", "H", "H", "H", "F", "C", "F", "F", "C", "O", "C", "F", "F", "F", "C", "F", "F", "F", "N", "S", "C", "C", "C", "C", "C", "C", "C", "C", "C", "C", "C", "C", "H", "H", "H", "H", "H", "H", "H", "H", "H", "H", "H"], "coordinates": [[-0.959, 0.006, 0.213], [-5.901, 1.161, 0.914], [-4.813, 0.594, -0.009], [-4.166, 1.670, -0.860], [-4.875, 2.191, -1.930], [-4.340, 3.197, -2.712], [-3.073, 3.693, -2.435], [-2.318, 3.208, -1.379], [-0.943, 3.798, -1.130], [-0.835, 4.695, 0.112], [-2.895, 2.197, -0.592], [-2.162, 1.624, 0.524], [-2.346, 2.025, 1.765], [-1.606, 1.334, 2.722], [-1.448, 1.316, 4.103], [-0.545, 0.286, 4.402], [-0.173, -0.305, 3.206], [-0.803, 0.333, 2.179], [-6.331, 0.378, 1.540], [-6.705, 1.607, 0.329], [-5.498, 1.940, 1.568], [-5.257, -0.152, -0.669], [-4.075, 0.075, 0.603], [-5.860, 1.794, -2.150], [-4.905, 3.600, -3.543], [-2.654, 4.482, -3.050], [-0.684, 4.394, -2.004], [-0.204, 2.996, -1.073], [-1.630, 5.445, 0.117], [0.118, 5.229, 0.113], [-0.896, 4.129, 1.044], [-3.034, 2.833, 1.988], [-1.945, 1.971, 4.807], [-0.197, -0.009, 5.380], [0.496, -1.138, 3.041], [-1.712, -2.438, -3.134], [-2.112, -2.256, -1.898], [-2.272, -0.874, -1.745], [-3.295, -2.801, -1.719], [-1.044, -2.704, -0.830], [-0.181, -1.642, -0.592], [-1.752, -3.017, 0.513], [-2.494, -1.841, 0.800], [-2.568, -4.026, 0.520], [-0.883, -3.123, 1.504], [-0.257, -3.943, -1.344], [-1.103, -4.826, -1.861], [0.401, -4.510, -0.335], [0.614, -3.555, -2.266], [0.756, 0.905, -0.224], [1.811, 0.360, -1.390], [2.155, 1.794, -2.379], [2.766, 2.913, -1.818], [2.960, 4.024, -2.618], [2.555, 4.003, -3.953], [1.952, 2.877, -4.494], [1.743, 1.755, -3.702], [3.347, 0.108, -0.511], [3.330, -0.140, 0.854], [4.540, -0.342, 1.505], [5.728, -0.314, 0.789], [5.717, -0.100, -0.586], [4.522, 0.114, -1.250], [1.169, 1.591, 0.399], [3.102, 2.918, -0.786], [3.441, 4.902, -2.205], [2.722, 4.874, -4.577], [1.647, 2.865, -5.533], [1.272, 0.867, -4.114], [2.399, -0.192, 1.402], [4.550, -0.528, 2.571], [6.670, -0.461, 1.303], [6.645, -0.099, -1.144], [4.512, 0.284, -2.322]], "atomic_forces_ev_per_a": [[0.52, -0.30, 0.45], [0.11, -0.01, -0.04], [-0.06, 0.22, 0.01], [0.05, -0.21, 0.30], [-0.15, 0.01, -0.18], [0.06, 0.08, -0.05], [-0.09, 0.06, -0.10], [0.20, -0.02, 0.16], [-0.16, -0.08, 0.24], [-0.08, 0.02, -0.13], [-0.11, -0.17, 0.06], [-0.02, 0.36, -0.11], [-0.09, 0.07, -0.27], [0.23, -0.15, 0.18], [-0.14, 0.16, 0.13], [0.09, -0.13, 0.02], [-0.02, 0.11, 0.17], [-0.01, -0.29, -0.68], [0.03, 0.03, -0.05], [0.00, 0.02, 0.02], [-0.03, -0.04, -0.02], [0.01, -0.03, -0.02], [0.06, -0.07, 0.00], [0.05, 0.05, 0.00], [0.02, -0.03, 0.03], [-0.05, -0.03, 0.00], [0.03, -0.01, -0.08], [0.02, 0.05, -0.02], [0.06, -0.06, 0.02], [-0.05, -0.06, 0.02], [-0.01, 0.01, 0.00], [0.00, 0.00, -0.01], [0.07, -0.08, -0.07], [-0.05, 0.04, -0.08], [-0.06, 0.06, -0.04], [0.08, 0.03, 0.00], [0.15, 0.08, 0.08], [-0.09, -0.10, 0.05], [0.01, 0.04, -0.02], [-0.10, 0.15, -0.04], [-0.31, 0.02, 0.21], [0.20, 0.14, 0.04], [0.12, 0.07, -0.03], [-0.14, 0.01, -0.02], [-0.13, 0.03, -0.05], [0.08, 0.15, 0.10], [0.01, -0.02, -0.01], [0.01, 0.02, -0.11], [-0.01, -0.09, 0.00], [-0.01, -0.44, -0.26], [-0.06, 0.25, -0.04], [0.01, -0.13, 0.25], [0.03, 0.07, 0.00], [0.02, 0.03, -0.01], [0.00, 0.00, 0.02], [-0.01, 0.00, -0.04], [-0.09, -0.06, -0.08], [-0.16, 0.05, 0.06], [0.01, -0.04, -0.02], [-0.01, -0.02, 0.00], [0.04, 0.01, -0.03], [0.06, -0.03, 0.02], [0.02, -0.01, -0.09], [-0.11, 0.15, 0.06], [-0.02, -0.04, -0.08], [-0.03, -0.03, -0.05], [-0.01, -0.05, 0.05], [0.02, 0.01, 0.06], [0.05, 0.08, 0.05], [0.03, 0.05, 0.00], [0.01, 0.01, -0.04], [-0.05, -0.02, -0.04], [-0.05, 0.01, 0.04], [0.01, 0.03, 0.09]], "lowdin_spin": [2.35, 0.00, 0.00, 0.00, 0.00, 0.00, 0.00, 0.00, 0.00, 0.00, 0.01, 0.00, 0.03, 0.02, 0.09, 0.03, 0.07, 0.04, 0.00, 0.00, 0.00, 0.00, 0.00, 0.00, 0.00, 0.00, 0.00, 0.00, 0.00, 0.00, 0.00, 0.00, 0.00, 0.00, 0.00, 0.00, 0.00, 0.03, 0.00, 0.01, 0.12, 0.00, 0.02, 0.00, 0.00, 0.00, 0.00, 0.00, 0.00, 0.11, 0.02, 0.00, 0.00, 0.00, 0.00, 0.00, 0.00, 0.00, 0.00, 0.00, 0.00, 0.00, 0.00, 0.01, 0.00, 0.00, 0.00, 0.00, 0.00, 0.00, 0.00, 0.00, 0.00, 0.00]}